Entry 1:
{"formula": "C3H9NOSi", "method": "ωB97M-V with the def2-TZVPD basis set", "species": ["O", "Si", "H", "H", "C", "C", "C", "N", "H", "H", "H", "H", "H", "H", "H"], "positions_angstrom": [[3.040, 0.836, -0.469], [3.343, -0.569, -0.178], [4.366, -1.543, -0.880], [2.729, -1.315, 0.874], [-0.311, 1.214, 0.855], [-0.583, -0.082, 0.218], [-1.190, -0.033, -1.171], [-0.117, -1.048, 0.816], [-1.214, 1.693, 0.890], [0.022, 1.288, 1.937], [0.564, 1.643, 0.211], [-0.375, 0.155, -1.783], [-1.610, -0.991, -1.478], [-1.823, 0.881, -1.333], [-0.291, -2.023, 0.554]], "orbital_gap_ev": 9.0, "smiles": "O=[SiH2].CC(C)=N", "total_charge": 0, "e_above_lowest_ev": 2.313, "fmax_ev_per_a": 4.4, "e_homo_ev": -9.17, "multiplicity": 1}

***

Entry 2:
{"formula": "C10H20GeIrNO5S", "method": "ωB97M-V with the def2-TZVPD basis set", "species": ["Ir", "O", "C", "C", "N", "C", "C", "O", "O", "C", "C", "O", "O", "H", "H", "H", "H", "H", "H", "H", "H", "H", "C", "Ge", "C", "C", "C", "H", "H", "H", "H", "H", "H", "H", "H", "H", "H", "H", "S"], "positions_angstrom": [[0.816, 1.058, 0.096], [2.893, -1.027, 1.686], [1.685, -1.288, 2.363], [1.017, -0.042, 2.936], [0.046, 0.643, 2.047], [-0.310, 1.950, 2.670], [0.565, 3.114, 2.196], [0.736, 4.054, 2.960], [0.972, 3.008, 0.989], [-1.198, -0.125, 1.884], [-1.986, 0.507, 0.737], [-3.184, 0.320, 0.638], [-1.256, 1.206, -0.077], [2.687, -0.419, 0.953], [1.943, -1.942, 3.198], [0.991, -1.835, 1.718], [1.798, 0.682, 3.174], [0.487, -0.288, 3.865], [-0.270, 1.860, 3.756], [-1.330, 2.206, 2.384], [-1.786, -0.115, 2.804], [-0.966, -1.157, 1.630], [-2.238, -1.340, -2.455], [-0.373, -0.741, -2.525], [0.564, -1.981, -3.745], [-0.323, 1.037, -3.343], [0.519, -0.825, -0.781], [-2.638, -1.417, -3.468], [-2.848, -0.645, -1.879], [-2.312, -2.322, -1.983], [0.098, -1.984, -4.733], [0.535, -2.999, -3.351], [1.610, -1.691, -3.858], [-0.817, 1.022, -4.317], [0.706, 1.371, -3.473], [-0.833, 1.751, -2.696], [1.456, -1.369, -0.924], [-0.101, -1.467, -0.147], [2.644, 1.233, -0.930]], "s2": 0.76, "orbital_gap_ev": [7.9, 7.1], "total_charge": -1, "e_above_lowest_ev": 0.135, "fmax_ev_per_a": 0.2, "e_homo_ev": [-5.36, -5.45], "multiplicity": 2}

***

Entry 3:
{"formula": "C31H50AlBr2CsF2KN2O10S2Si2", "method": "ωB97M-V with the def2-TZVPD basis set", "species": ["C", "C", "C", "O", "O", "C", "C", "Si", "C", "C", "C", "S", "C", "S", "N", "C", "C", "C", "C", "C", "C", "C", "C", "C", "C", "C", "C", "O", "Si", "C", "C", "C", "F", "C", "C", "H", "H", "H", "H", "H", "H", "H", "H", "H", "H", "H", "H", "H", "H", "H", "H", "H", "H", "H", "H", "H", "H", "H", "H", "H", "H", "H", "H", "H", "H", "H", "H", "H", "H", "H", "H", "H", "H", "C", "C", "C", "O", "C", "O", "O", "H", "H", "H", "H", "H", "H", "F", "K", "O", "H", "H", "O", "H", "Al", "Br", "C", "N", "O", "O", "H", "H", "H", "Br", "Cs"], "positions_angstrom": [[5.698, -2.146, 0.074], [5.423, -1.124, 1.204], [5.607, 0.291, 0.628], [6.663, 0.863, 0.742], [4.501, 0.818, 0.028], [4.801, 1.436, -1.246], [3.914, 0.717, -2.321], [2.342, 1.759, -2.475], [0.921, 0.782, -3.314], [1.392, -0.416, -4.199], [0.237, -1.205, -4.865], [-1.322, -1.150, -3.915], [-1.759, -2.807, -3.442], [-1.330, -4.051, -4.396], [-2.454, -3.104, -2.215], [-1.557, -3.508, -1.180], [-2.115, -4.157, -0.092], [-1.344, -4.606, 1.002], [0.025, -4.342, 0.963], [0.572, -3.670, -0.104], [-0.195, -3.263, -1.178], [-3.247, -1.988, -1.704], [-4.630, -2.113, -1.788], [-5.457, -1.125, -1.294], [-4.919, 0.009, -0.709], [-3.543, 0.175, -0.627], [-2.741, -0.843, -1.115], [1.834, 2.029, -0.869], [1.096, 3.526, -0.673], [-0.477, 3.756, -1.687], [-1.554, 2.634, -1.497], [0.798, 3.855, 1.182], [2.034, 3.940, 1.809], [-0.142, 2.889, 1.896], [0.243, 1.342, 1.705], [5.498, -3.180, 0.389], [5.058, -1.898, -0.785], [6.750, -2.110, -0.242], [6.062, -1.260, 2.081], [4.356, -1.196, 1.482], [4.449, 2.478, -1.175], [5.866, 1.446, -1.490], [3.604, -0.238, -1.862], [4.416, 0.578, -3.279], [2.599, 3.026, -3.188], [0.331, 1.435, -3.977], [0.302, 0.436, -2.460], [1.989, -1.115, -3.563], [2.091, -0.058, -4.972], [0.113, -0.809, -5.884], [0.582, -2.236, -5.005], [-3.192, -4.312, -0.089], [-1.851, -5.121, 1.812], [0.656, -4.671, 1.785], [1.649, -3.465, -0.064], [0.247, -2.726, -2.038], [-5.027, -3.029, -2.228], [-6.535, -1.262, -1.346], [-5.539, 0.807, -0.302], [-3.121, 1.082, -0.198], [-1.654, -0.735, -1.045], [2.058, 4.546, -1.142], [-0.254, 3.921, -2.749], [-0.945, 4.690, -1.324], [-1.359, 1.754, -2.118], [-2.515, 3.067, -1.817], [-1.686, 2.376, -0.437], [0.327, 4.854, 1.244], [-1.229, 3.043, 1.644], [-0.051, 3.119, 3.003], [1.328, 1.215, 1.611], [-0.082, 0.688, 2.570], [-0.221, 1.003, 0.765], [-8.026, 0.296, 3.984], [-7.121, 1.495, 3.842], [-7.305, 2.279, 2.572], [-6.008, 2.884, 2.415], [-5.124, 2.064, 2.999], [-3.932, 2.172, 2.890], [-5.733, 1.104, 3.721], [-7.638, -0.391, 4.736], [-9.030, 0.604, 4.274], [-8.094, -0.262, 3.048], [-7.206, 2.133, 4.725], [-8.083, 3.035, 2.644], [-7.495, 1.650, 1.699], [4.205, -0.286, -5.326], [-1.464, 1.007, 3.369], [-4.147, -4.139, 2.230], [-4.392, -3.318, 1.786], [-4.117, -3.893, 3.161], [1.908, -1.361, -7.001], [2.709, -1.002, -6.621], [1.280, -1.532, -1.588], [3.484, 1.282, -6.226], [6.531, 0.990, 5.009], [6.312, -0.445, 5.244], [7.236, -1.112, 5.730], [5.200, -0.886, 4.929], [7.537, 1.238, 5.327], [6.401, 1.176, 3.933], [5.794, 1.529, 5.589], [5.882, 3.269, 3.675], [6.049, -2.928, 5.297]], "orbital_gap_ev": 4.0, "total_charge": 1, "fmax_ev_per_a": 11.3, "e_homo_ev": -7.67, "multiplicity": 1}

***

Entry 4:
{"formula": "C49H61CeN6O2STe", "method": "ωB97M-V with the def2-TZVPD basis set", "species": ["Ce", "C", "C", "C", "C", "C", "C", "C", "N", "C", "C", "C", "C", "C", "C", "C", "C", "C", "C", "N", "C", "C", "C", "N", "C", "C", "C", "C", "C", "C", "C", "C", "C", "C", "C", "C", "C", "C", "N", "C", "C", "H", "H", "H", "H", "H", "H", "H", "H", "H", "H", "H", "H", "H", "H", "H", "H", "H", "H", "H", "H", "H", "H", "H", "H", "H", "H", "H", "H", "H", "H", "H", "H", "H", "H", "H", "H", "H", "H", "H", "H", "H", "H", "H", "H", "O", "H", "H", "S", "C", "N", "C", "C", "C", "N", "H", "H", "H", "H", "O", "C", "C", "C", "C", "C", "C", "Te", "C", "C", "C", "H", "H", "H", "H", "H", "H", "H", "H", "H", "H", "H"], "positions_angstrom": [[-1.306, 0.325, -0.569], [3.654, 2.652, 3.615], [3.853, 1.711, 2.453], [2.717, 1.770, 1.553], [2.498, 2.866, 0.744], [3.422, 4.017, 0.541], [2.599, 5.282, 0.896], [1.322, 2.498, -0.050], [0.874, 1.265, 0.333], [1.692, 0.829, 1.315], [1.605, -0.386, 2.015], [0.716, -1.429, 1.665], [0.338, -2.621, 2.348], [1.089, -3.067, 3.513], [2.501, -3.710, 3.313], [-0.564, -3.358, 1.704], [-0.707, -2.691, 0.447], [-1.298, -3.264, -0.696], [-1.260, -2.797, -1.997], [-1.097, -1.424, -2.305], [-1.055, -1.268, -3.607], [-0.865, -0.051, -4.264], [-0.289, 1.165, -3.715], [-0.056, 1.422, -2.463], [0.484, 2.685, -2.383], [1.258, 3.078, -1.332], [0.523, 3.280, -3.700], [0.025, 2.376, -4.537], [0.029, 2.532, -6.067], [1.358, 1.763, -6.693], [0.902, 4.745, -3.834], [-0.482, 5.480, -3.520], [-1.171, -2.581, -4.263], [-1.267, -3.487, -3.248], [-1.247, -4.929, -3.361], [-2.404, -5.706, -2.789], [-1.036, -2.821, -5.716], [-2.422, -2.748, -6.430], [0.061, -1.486, 0.485], [-1.347, -4.528, 2.136], [-0.730, -5.974, 2.301], [4.445, 2.513, 4.358], [2.642, 2.608, 3.982], [3.633, 3.643, 3.267], [3.895, 0.602, 2.774], [4.774, 1.899, 1.763], [3.818, 4.072, -0.545], [4.316, 4.043, 1.145], [1.785, 5.419, 0.210], [3.174, 6.230, 0.832], [2.248, 5.227, 1.928], [2.160, -0.639, 2.903], [0.394, -3.745, 4.103], [1.263, -2.224, 4.228], [3.107, -3.282, 4.016], [2.844, -3.629, 2.248], [2.387, -4.729, 3.472], [-1.501, -4.287, -0.801], [-0.702, 0.118, -5.268], [1.695, 4.049, -1.289], [-0.082, 3.596, -6.311], [-0.852, 2.043, -6.598], [2.329, 2.256, -6.463], [1.195, 1.693, -7.794], [1.359, 0.744, -6.195], [1.212, 4.984, -4.835], [1.580, 5.014, -3.050], [-1.252, 5.205, -4.215], [-0.474, 6.724, -3.519], [-0.846, 5.145, -2.560], [-0.320, -5.327, -2.954], [-1.243, -5.273, -4.432], [-3.000, -5.183, -2.064], [-2.072, -6.597, -2.212], [-3.152, -6.023, -3.536], [-0.662, -3.829, -5.876], [-0.283, -2.129, -6.071], [-3.297, -2.953, -5.806], [-2.274, -3.483, -7.318], [-2.633, -1.655, -6.609], [-2.266, -4.603, 1.536], [-1.902, -4.405, 3.131], [0.092, -6.151, 1.582], [-1.490, -6.701, 2.140], [-0.233, -6.098, 3.252], [-2.178, 2.358, 1.532], [-1.899, 2.982, 2.242], [-3.149, 2.245, 1.482], [-5.757, -4.771, -5.869], [-5.750, -3.746, -4.575], [-6.909, -3.085, -4.151], [-6.823, -2.154, -3.192], [-5.678, -1.656, -2.574], [-4.550, -2.224, -3.177], [-4.579, -3.219, -4.081], [-4.336, 0.957, -0.702], [-7.807, -1.891, -2.802], [-5.607, -0.989, -1.751], [-3.601, -1.925, -2.804], [-3.428, 1.166, -0.836], [3.310, 0.128, 7.774], [2.312, 1.077, 7.139], [2.527, 2.405, 7.154], [1.636, 3.254, 6.442], [2.102, 4.724, 6.364], [0.553, 2.779, 5.715], [-0.516, 4.062, 4.299], [0.402, 1.351, 5.624], [-0.468, 0.684, 4.556], [1.260, 0.562, 6.352], [4.270, 0.552, 8.131], [3.623, -0.686, 7.049], [2.878, -0.294, 8.737], [3.441, 2.819, 7.517], [3.163, 4.918, 6.769], [1.485, 5.327, 6.950], [2.158, 5.026, 5.358], [0.085, -0.214, 4.212], [-0.631, 1.338, 3.674], [-1.493, 0.383, 4.806], [1.230, -0.535, 6.252]], "s2": 0.75, "orbital_gap_ev": [4.8, 4.8], "total_charge": -2, "e_above_lowest_ev": 0.000, "fmax_ev_per_a": 4.5, "e_homo_ev": [-2.13, -2.13], "multiplicity": 2}